{
  "formula": "C6H13O",
  "method": "ωB97M-V/def2-TZVPD",
  "elements": ["C", "O", "C", "C", "C", "C", "C", "H", "H", "H", "H", "H", "H", "H", "H", "H", "H", "H", "H", "H"],
  "xyz": [[0.60899, 1.92363, 0.26873], [-0.26579, 1.63441, 1.22216], [0.32938, 1.22312, -1.11249], [0.69902, -0.33501, -0.99505], [0.03467, -0.96543, 0.19126], [0.14239, -2.49327, 0.13898], [-1.52303, -0.76592, 0.35824], [0.92896, 3.10073, 0.08608], [1.64367, 1.45150, 0.61538], [1.11466, 1.49585, -1.89037], [-0.70761, 1.53656, -1.66384], [0.44908, -0.87090, -1.95621], [1.74154, -0.40144, -0.87241], [0.36518, -0.45183, 1.09283], [1.21690, -2.78674, 0.11232], [-0.40667, -2.98484, 0.99429], [-0.35256, -2.75705, -0.82067], [-1.78078, 0.22846, 0.97021], [-1.97323, -0.68804, -0.65317], [-1.86133, -1.47025, 1.11025]],
  "lowdin_charge": [-0.584, -0.376, -0.225, -0.290, -0.479, -0.534, -0.166, 0.068, 0.082, 0.065, 0.119, 0.074, 0.054, 0.104, -0.034, -0.014, -0.014, 0.083, 0.051, 0.016],
  "relative_energy_kj_mol": 107.9,
  "s2": 0.751,
  "spin_multiplicity": 2,
  "charge": -2
}

{
  "formula": "C3FFeO3",
  "method": "ωB97M-V/def2-TZVPD",
  "elements": ["C", "C", "O", "F", "Fe", "O", "C", "O"],
  "xyz": [[1.87493, -0.27639, -0.20119], [0.67669, -0.49000, -0.55389], [-0.49345, -0.36598, -0.90180], [2.90564, -1.07971, 0.12510], [2.27450, 2.26069, -0.11277], [-1.80649, -0.22643, 1.49559], [-2.25704, -0.05934, 0.41597], [-3.17478, 0.23716, -0.26701]],
  "lowdin_charge": [-0.327, -0.257, 0.011, -0.051, 0.764, 0.151, -0.454, 0.163],
  "s2": 8.759,
  "spin_multiplicity": 6,
  "charge": 0
}

Number 1: DFT total energy -311.420428 a.u.. Number 2: DFT total energy -1703.406231 a.u..